{
  "formula": "C17H45BBrGaNO9P2",
  "method": "ωB97M-V/def2-TZVPD",
  "symbols": ["Br", "Ga", "P", "P", "O", "O", "O", "O", "O", "O", "O", "O", "O", "N", "C", "C", "C", "C", "C", "C", "C", "C", "C", "C", "C", "C", "C", "C", "C", "C", "C", "B", "H", "H", "H", "H", "H", "H", "H", "H", "H", "H", "H", "H", "H", "H", "H", "H", "H", "H", "H", "H", "H", "H", "H", "H", "H", "H", "H", "H", "H", "H", "H", "H", "H", "H", "H", "H", "H", "H", "H", "H", "H", "H", "H", "H", "H"],
  "positions_angstrom": [[4.27006, -6.74623, 0.17364], [1.07161, -6.02179, 0.82571], [-1.80460, 2.96455, -4.66989], [0.77747, 1.34918, 3.95493], [-1.00242, 4.11879, -4.25173], [-1.64285, -4.56498, 1.16393], [-1.85401, 3.05670, -6.30227], [0.97970, 2.94760, 3.67767], [-3.29431, 2.49656, -4.47118], [-0.98388, 1.60292, -4.52553], [0.25664, 0.80843, 2.69912], [-0.38840, 1.45559, 5.05321], [2.06876, 1.15145, 4.83430], [-0.11805, -3.29906, -0.31298], [0.04663, 4.12714, 1.78736], [-0.00019, -2.09651, 0.53383], [3.17285, -3.99449, 0.37018], [2.82410, -5.43734, -0.09501], [-0.70757, 1.06517, -2.16181], [1.25542, 3.41544, 2.35583], [2.15869, 0.98570, 7.26520], [4.61077, -3.72669, 0.82202], [2.24207, 1.90456, 6.05074], [-1.00245, -0.80196, 5.75890], [-1.74482, 4.31707, -6.95983], [-0.39907, 4.43812, -7.64240], [-4.04917, 0.22328, -3.99566], [-1.43695, 0.48158, 5.08047], [-0.03257, 1.41940, -3.46982], [-1.16988, -3.10794, -1.32918], [-3.75511, 1.26417, -5.07029], [-0.39174, -4.49379, 0.54611], [2.52397, -3.72521, 1.20660], [3.22777, 2.36132, 5.98176], [-0.74819, -0.61758, 6.80416], [-1.43576, 1.83128, -1.88182], [2.60559, -5.41243, -1.16020], [0.22663, 4.43815, 0.75690], [0.59742, 2.30265, -3.35554], [0.62341, -7.41285, 0.10305], [0.36970, -2.35055, 1.52969], [-5.11983, 0.15640, -3.80123], [5.32150, -3.69169, -0.00357], [-2.25861, 0.93626, 5.63460], [1.60613, 1.46264, 8.07448], [-0.96428, -1.59455, 0.67430], [-0.18925, 5.01042, 2.38337], [-1.24071, 0.11835, -2.24440], [-2.12922, -3.55199, -1.04705], [-2.54818, 4.36363, -7.69893], [1.55533, 2.59329, 1.70614], [-3.03614, 0.89131, -5.79361], [4.63277, -2.72608, 1.27439], [2.09986, 4.10432, 2.42983], [2.97365, -3.33233, -0.47440], [-1.80328, -1.54030, 5.72428], [3.15330, 0.75056, 7.64463], [-0.12036, -1.22327, 5.27179], [1.30328, -6.37511, 2.38322], [0.72664, -1.43150, 0.05856], [0.61840, 0.60414, -3.78406], [-1.89309, 5.13784, -6.25787], [0.40821, 4.28513, -6.92640], [-0.28215, 5.42154, -8.10118], [-0.82692, 3.47549, 1.81083], [0.03096, 0.97100, -1.36551], [-4.66048, 1.51982, -5.61784], [-1.28523, -2.03889, -1.51576], [1.67401, 0.04584, 7.01154], [1.51781, 2.71115, 6.11647], [-1.94983, -5.47717, 1.12466], [-0.29653, 3.67619, -8.41659], [-1.80229, 0.27938, 4.07289], [-3.71368, -0.76425, -4.30992], [-0.82932, -3.55977, -2.26572], [-3.56137, 0.47856, -3.05790], [4.94165, -4.40371, 1.60573]],
  "forces_ev_per_a": [[0.03, -0.07, -0.19], [-0.01, -0.55, -0.14], [1.93, -1.23, -4.10], [-1.86, 4.44, 0.13], [-1.43, 0.37, 1.79], [-0.49, 0.20, -0.92], [-0.15, -0.21, 0.35], [0.12, -0.32, 0.25], [-0.14, 1.05, 1.49], [-0.36, 0.10, 0.30], [1.30, -1.92, 0.19], [0.37, -0.45, 0.12], [0.23, -1.65, -0.76], [-0.99, 0.27, 0.55], [-0.13, 0.05, 0.11], [0.25, -0.37, -0.28], [0.76, -0.65, -0.09], [-0.83, 0.68, 0.46], [-0.17, 0.02, -0.09], [-0.04, 0.13, -0.16], [0.22, 0.06, 0.08], [-0.24, 0.85, 0.27], [0.09, 0.02, 0.41], [0.17, 0.11, 0.09], [0.08, 0.12, -0.14], [0.10, -0.14, -0.03], [-0.23, -0.01, -0.07], [-0.42, -0.31, 0.07], [0.39, -0.21, 0.40], [0.77, -0.10, -0.10], [-0.19, -0.39, 0.06], [0.69, -0.40, -0.03], [-0.10, 0.12, -0.09], [0.01, -0.03, -0.14], [-0.02, 0.01, 0.00], [0.10, 0.06, 0.07], [0.41, -0.28, -0.10], [0.02, 0.00, 0.01], [-0.19, 0.15, -0.13], [-0.11, 0.05, 0.00], [0.13, 0.01, -0.03], [0.01, 0.04, 0.07], [0.06, -0.37, 0.01], [0.09, 0.12, 0.02], [-0.06, -0.02, -0.02], [0.06, 0.13, 0.03], [0.03, 0.02, -0.02], [0.04, -0.03, 0.00], [-0.10, 0.18, 0.01], [-0.02, -0.05, 0.02], [-0.06, -0.07, 0.05], [0.19, 0.16, 0.06], [0.03, 0.02, -0.06], [0.00, -0.02, 0.06], [-0.29, 0.14, 0.16], [0.01, -0.01, -0.05], [-0.01, -0.08, -0.04], [-0.08, -0.07, -0.08], [0.12, 0.13, 0.03], [-0.14, 0.33, 0.21], [-0.10, -0.02, -0.13], [0.05, -0.05, 0.08], [-0.04, 0.10, 0.07], [-0.02, 0.00, 0.00], [0.06, -0.09, -0.08], [-0.02, 0.01, 0.02], [0.03, 0.15, 0.01], [-0.20, -0.01, -0.05], [-0.11, 0.06, -0.03], [-0.14, -0.07, -0.19], [0.26, -0.02, 0.62], [-0.02, 0.02, -0.02], [0.20, 0.08, -0.09], [0.07, 0.01, 0.04], [-0.19, -0.06, -0.06], [0.13, -0.02, -0.05], [0.07, -0.22, -0.18]],
  "lowdin_charge": [0.4901, 0.2980, 0.4425, 0.4547, -0.2150, 0.0328, -0.2109, -0.2121, -0.1872, -0.1839, -0.2020, -0.1895, -0.1812, -0.1744, -0.0755, -0.1192, -0.3821, -0.8123, -0.0655, -0.2884, -0.0581, -0.1893, -0.2442, -0.0730, -0.2947, -0.0776, -0.0547, -0.2682, -0.2560, -0.1037, -0.2402, -0.6567, 0.0639, 0.1206, 0.0704, 0.0781, 0.0113, 0.0752, 0.1105, -0.1017, 0.0737, 0.0718, 0.0589, 0.1164, 0.0763, 0.0795, 0.0724, 0.0552, 0.0719, 0.1136, 0.1049, 0.1070, 0.0579, 0.1140, 0.0939, 0.0811, 0.0718, 0.0803, -0.0962, 0.0744, 0.1221, 0.1044, 0.0771, 0.0736, 0.0762, 0.0800, 0.1191, 0.0491, 0.0668, 0.1059, 0.0714, 0.0739, 0.1114, 0.0806, 0.0756, 0.0676, 0.0356],
  "total_energy_ev": -179954.0911,
  "homo_lumo_gap_ev": 6.21,
  "max_force_ha_per_bohr": 0.0935,
  "total_charge": -1
}